(1)
This record from OMol25 describes the ion CO4S3 with charge -2 at a distorted geometry. The level of theory is ωB97M-V/def2-TZVPD.

```
! RIJCOSX wB97M-V def2-TZVPD def2/J DEFGRID3
* xyz -2 1
S 0.869 2.222 0.391
S -0.309 -1.760 -2.274
S -0.264 0.724 0.828
O 0.343 -0.154 1.813
O -0.581 -0.033 -0.537
O 1.276 -1.252 -0.283
O -1.615 1.269 0.988
C 0.281 -1.015 -0.926
*
```

Computed properties:
SMILES: O=C([S-])OS(=O)(=O)[S-]
E_HOMO, eV: -0.34
Relative energy (zero: lowest compared OMol25 entry of this formula, charge and spin), kcal per mole: 11.3
Electronic energy, eV: -41732.9848
LUMO level, eV: 5.8100
HOMO-LUMO gap, eV: 6.1

---

(2)
This record from OMol25 describes a structure of composition Ca2H14NO10 at a distorted geometry. The level of theory is ωB97M-V/def2-TZVPD.

```
! RIJCOSX wB97M-V def2-TZVPD def2/J DEFGRID3
* xyz 3 1
Ca -4.364 0.553 -0.517
Ca 1.292 -0.010 -3.584
O -1.722 -0.131 -0.498
O 1.607 2.295 2.484
O -3.287 2.425 -1.377
O -0.562 -2.919 -0.055
O 0.552 -2.290 2.515
O 0.383 -0.323 -1.282
O -0.024 0.470 0.646
O 1.824 -2.192 -3.154
O 2.789 -0.953 0.417
O -1.237 3.621 1.143
N -0.477 0.016 -0.387
H 2.288 -2.844 -3.711
H 2.442 -1.212 1.281
H 2.402 1.860 2.816
H -1.312 2.934 0.474
H 1.553 -2.689 -2.361
H -1.164 -2.332 -0.522
H -2.014 3.516 1.707
H -2.604 2.184 -2.016
H 1.097 1.600 2.058
H 0.291 -2.794 -0.483
H 2.081 -0.442 0.017
H -3.311 3.403 -1.390
H 1.208 -2.375 3.220
H 0.269 -1.371 2.562
*
```

Computed properties:
E_HOMO, eV: -17.38
Relative energy (zero: lowest compared OMol25 entry of this formula, charge and spin), kcal per mole: 0.0
Electronic energy, eV: -59039.3281
LUMO level, eV: -11.8529
HOMO-LUMO gap, eV: 5.5

---

(3)
This record from OMol25 describes a structure of composition Ca3CsO20S5 at a distorted geometry. The level of theory is ωB97M-V/def2-TZVPD.

```
! RIJCOSX wB97M-V def2-TZVPD def2/J DEFGRID3
* xyz -3 1
Cs -1.286 1.679 -4.064
Ca -0.016 1.698 1.118
Ca -2.219 -0.994 1.747
Ca 1.177 -1.266 -0.883
S 2.737 1.476 0.881
S 1.654 -0.479 -4.171
S -2.165 2.160 2.563
S -1.787 -0.870 -1.261
S -0.085 -2.617 2.382
O -2.816 1.277 1.625
O 2.859 -0.201 -4.956
O -0.888 1.389 2.897
O 3.666 1.745 -0.232
O 0.409 -0.535 -5.077
O 0.021 -4.053 2.054
O -1.276 -2.276 3.156
O 1.440 0.672 -3.291
O -2.828 -1.208 -0.251
O -0.016 -1.712 1.188
O 3.324 1.058 2.157
O -2.526 -0.542 -2.462
O 1.852 0.554 0.338
O 2.014 2.807 1.090
O -1.624 3.329 1.726
O -2.817 2.495 3.825
O -0.888 -2.006 -1.329
O -0.884 0.337 -0.953
O 1.047 -2.307 3.355
O 1.921 -1.607 -3.172
*
```

Computed properties:
E_HOMO, eV: -0.42
Electronic energy, eV: -151004.7465
LUMO level, eV: 4.4854
HOMO-LUMO gap, eV: 4.9

---

(4)
This record from OMol25 describes a structure of composition Ca3H12N2O12 at a distorted geometry. The level of theory is ωB97M-V/def2-TZVPD.

```
! RIJCOSX wB97M-V def2-TZVPD def2/J DEFGRID3
* xyz 4 1
Ca 3.237 1.534 0.542
Ca -0.623 1.753 -3.416
Ca -2.189 -1.619 1.724
O 3.248 1.484 3.006
O 3.125 0.212 4.661
O -1.522 2.965 -1.521
O -1.963 -2.977 -0.414
O 0.097 -2.281 2.046
O -1.549 0.352 2.700
O 1.287 0.079 0.473
O 1.517 0.273 3.419
O -1.176 -0.561 -3.251
O -0.709 -0.317 0.041
O 1.403 0.731 -3.968
O 0.473 0.884 -1.231
N 2.633 0.652 3.655
N 0.326 0.218 -0.264
H -0.840 -1.177 -2.601
H 1.603 -0.162 -3.687
H -0.917 0.884 2.216
H -2.017 -0.931 -3.521
H -2.341 -3.722 -0.881
H -0.954 3.013 -0.753
H -1.325 -2.609 -1.026
H 0.686 -1.590 1.744
H -1.927 0.953 3.342
H 0.504 -2.611 2.847
H 2.132 0.972 -4.539
H -2.221 3.594 -1.343
*
```

Computed properties:
E_HOMO, eV: -18.67
Relative energy (zero: lowest compared OMol25 entry of this formula, charge and spin), kcal per mole: 0.0
Electronic energy, eV: -83020.0384
LUMO level, eV: -13.1593
HOMO-LUMO gap, eV: 5.5

---

(5)
This record from OMol25 describes a structure of composition CaH16O8. The level of theory is ωB97M-V/def2-TZVPD.

```
! RIJCOSX wB97M-V def2-TZVPD def2/J DEFGRID3
* xyz 2 1
Ca 0.007 -0.019 0.162
O 1.625 1.102 -1.256
O -1.055 -0.757 -2.024
O -1.001 2.006 -0.846
O -2.255 0.046 1.020
O 1.980 -0.179 1.477
O -0.382 -2.234 1.191
O -0.155 1.758 1.758
O 1.413 -1.843 -0.903
H 0.239 2.055 2.592
H -1.716 -0.212 -2.476
H 2.560 0.596 1.517
H 1.230 -2.662 -1.386
H 0.169 -2.972 0.891
H -0.505 2.555 1.338
H 2.351 -0.800 2.121
H 2.332 -1.631 -1.122
H -1.893 2.234 -1.148
H -2.950 0.079 0.347
H -0.461 2.779 -1.074
H -1.420 -1.656 -2.036
H -2.715 -0.208 1.834
H 1.281 1.155 -2.163
H 2.529 1.443 -1.316
H -1.207 -2.634 1.504
*
```

Computed properties:
E_HOMO, eV: -18.98
Relative energy (zero: lowest compared OMol25 entry of this formula, charge and spin), kcal per mole: 0.0
Electronic energy, eV: -35069.3300
LUMO level, eV: -6.3783
HOMO-LUMO gap, eV: 12.6

---

(6)
This record from OMol25 describes a structure of composition CaH2O. The level of theory is ωB97M-V/def2-TZVPD.

```
! RIJCOSX wB97M-V def2-TZVPD def2/J DEFGRID3
* xyz 2 1
Ca -0.502 0.044 1.927
O 0.133 -0.130 -0.260
H 0.906 0.300 -0.691
H -0.536 -0.214 -0.977
*
```

Computed properties:
E_HOMO, eV: -23.48
Relative energy (zero: lowest compared OMol25 entry of this formula, charge and spin), kcal per mole: 0.0
Electronic energy, eV: -20500.9313
LUMO level, eV: -11.1260
HOMO-LUMO gap, eV: 12.4

---

What is the LUMO level in the sixth record?
-11.1260 eV

---

Among the records above, which one has the highest HOMO-LUMO gap?
CaH16O8

---

Among the records above, which one has the highest HOMO-LUMO gap?
CaH16O8